No. 1
Entry from the Open Molecules 2025 dataset: a 2-piece molecular cluster, C3H5FO overall (ωB97M-V/def2-TZVPD).

Results
LUMO (alpha / beta) = -0.938 / -1.016 eV
Kohn-Sham gap (alpha / beta) = 9.15 / 8.58 eV
E_tot = -7951.42586 eV
ΔE to the lowest compared entry with this formula, charge and spin = 490.4 kJ/mol

```
! wB97M-V def2-TZVPD RIJCOSX def2/J DEFGRID3
* xyz 0 1
C -0.4978 1.0545 -0.1182
C -0.4910 -0.1803 0.7218
C 0.6578 0.1926 -0.0878
O 0.9493 -1.5915 -1.5459
F 1.8230 0.6563 0.3407
H -1.1393 1.2476 -0.9746
H -0.3975 2.1564 0.3360
H -0.3745 -0.2939 1.7845
H -1.2042 -1.0396 0.4422
H 0.6743 -2.2021 -0.8986
*
```

Here are the Löwdin charges for atoms 1 to 6, given in e:
1. C -0.08
2. C -0.09
3. C -0.23
4. O -0.17
5. F 0.12
6. H 0.11

=====

No. 2
Entry from the Open Molecules 2025 dataset: a 2-piece molecular cluster, C3H5FO overall (ωB97M-V/def2-TZVPD).

Results
LUMO = 0.776 eV
Kohn-Sham gap = 11.01 eV
E_tot = -7953.50517 eV
ΔE to the lowest compared entry with this formula, charge and spin = 289.8 kJ/mol

```
! wB97M-V def2-TZVPD RIJCOSX def2/J DEFGRID3
* xyz 0 1
C -0.8174 -0.1807 -0.3291
C -0.1162 -0.4624 0.7036
C 3.1222 0.1130 0.5055
O 2.6490 1.2485 0.2650
F 2.7334 -0.7989 -0.5065
H -1.1202 -1.0039 -0.8569
H -1.3104 0.8135 -0.6521
H -0.0835 -1.4848 0.9895
H 0.3048 0.2819 1.3304
H 2.0807 1.2090 -0.4984
*
```

Here are the Löwdin charges for atoms 1 to 6, given in e:
1. C -0.09
2. C -0.10
3. C -0.13
4. O 0.08
5. F -0.08
6. H 0.02